The following is a quantum chemistry calculation of a gas-phase ion, C4H8NO2 (charge -1), from the Open Molecules 2025 dataset.

```
! RIJCOSX wB97M-V def2-TZVPD def2/J DEFGRID3
* xyz -1 1
O -1.4460 -2.0462 -1.5860
O 1.6801 0.9816 0.0446
N 0.1343 -0.2749 1.2062
C 1.5993 0.0065 0.8378
C -0.8568 -0.2729 0.0598
C -0.8140 1.0704 -0.6897
C -0.5980 -1.4542 -0.8261
H -0.1839 1.8049 -0.1601
H -1.9384 -0.3074 0.5194
H 0.5020 -1.7641 -0.8271
H 1.8886 -0.9739 0.3407
H 2.1719 0.1113 1.8516
H -0.1774 0.5086 1.7860
H -0.2264 1.0328 -1.6575
H -1.7352 1.5774 -0.8997
*
```

* structure (SMILES): C[C@@H](C=O)NC[O-]
* Kohn-Sham gap: 7.09 eV
* E: -9861.241 eV